# 1
{
  "formula": "C15H12AsCuF30O3",
  "method": "wB97M-V/def2-TZVPD",
  "elements": ["Cu", "As", "F", "F", "F", "F", "F", "F", "C", "C", "C", "F", "F", "F", "F", "O", "C", "C", "F", "F", "F", "F", "H", "H", "H", "H", "C", "C", "C", "F", "F", "F", "F", "O", "C", "C", "F", "F", "F", "F", "H", "H", "H", "H", "C", "C", "C", "F", "F", "F", "F", "O", "C", "C", "F", "F", "F", "F", "H", "H", "H", "H"],
  "positions_angstrom": [[24.302, -15.071, 15.754], [27.200, -14.590, 15.445], [26.188, -15.743, 14.522], [26.207, -14.868, 16.874], [28.100, -13.380, 16.469], [28.060, -14.238, 13.902], [26.029, -13.303, 15.056], [28.285, -15.942, 15.905], [18.104, -14.442, 16.373], [19.551, -14.544, 15.968], [20.238, -15.842, 16.363], [21.520, -15.932, 16.102], [20.030, -16.139, 17.616], [19.657, -14.394, 14.620], [20.157, -13.412, 16.363], [17.421, -15.674, 16.172], [16.062, -15.581, 15.701], [15.520, -17.005, 15.598], [14.274, -17.059, 15.184], [16.217, -17.775, 14.789], [15.387, -14.760, 16.520], [15.940, -14.979, 14.526], [17.679, -13.654, 15.752], [17.962, -14.128, 17.407], [19.851, -16.695, 15.805], [15.517, -17.382, 16.621], [22.579, -18.493, 10.971], [23.379, -17.294, 11.614], [22.726, -16.767, 12.944], [22.631, -17.746, 13.849], [23.424, -15.787, 13.506], [24.639, -17.638, 11.772], [23.314, -16.236, 10.737], [21.201, -18.156, 10.667], [20.666, -18.897, 9.565], [19.155, -18.532, 9.528], [18.813, -17.287, 9.253], [18.463, -19.266, 8.572], [21.266, -18.455, 8.498], [20.888, -20.226, 9.645], [22.636, -19.322, 11.677], [23.199, -18.680, 10.094], [21.708, -16.419, 12.773], [18.712, -18.738, 10.503], [20.859, -10.830, 19.671], [20.346, -9.883, 18.588], [21.504, -9.235, 17.851], [21.073, -8.365, 16.874], [22.384, -8.545, 18.575], [19.572, -10.517, 17.720], [19.525, -8.918, 19.046], [21.871, -11.701, 19.186], [22.035, -12.930, 19.880], [23.304, -13.626, 19.331], [23.628, -14.759, 19.951], [23.366, -13.813, 18.023], [22.148, -12.633, 21.194], [20.960, -13.707, 19.663], [19.976, -11.317, 20.086], [21.284, -10.217, 20.466], [22.062, -9.986, 17.292], [24.178, -13.015, 19.556]],
  "energy_ev": -208896.0822,
  "lumo_energy_ev": -1.15,
  "e_homo_ev": -11.425,
  "total_charge": 0,
  "orbital_gap_ev": 10.279
}



# 2
{
  "formula": "C15H12Cl5N4ORuS3",
  "method": "wB97M-V/def2-TZVPD",
  "elements": ["Ru", "Cl", "C", "C", "Cl", "C", "Cl", "C", "O", "C", "Cl", "C", "Cl", "S", "C", "S", "C", "C", "N", "C", "N", "C", "C", "N", "C", "S", "N", "C", "C", "H", "H", "H", "H", "H", "H", "H", "H", "H", "H", "H", "H"],
  "positions_angstrom": [[-0.527, -1.237, 1.149], [-7.517, -0.905, -0.282], [-5.892, -0.610, 0.191], [-4.989, -1.660, 0.286], [-5.469, -3.273, -0.066], [-3.682, -1.399, 0.670], [-2.518, -2.694, 0.792], [-3.217, -0.119, 0.982], [-1.982, 0.126, 1.344], [-4.148, 0.929, 0.862], [-3.591, 2.524, 1.196], [-5.458, 0.690, 0.479], [-6.562, 1.999, 0.347], [1.154, 0.031, 2.039], [2.067, -1.426, 2.244], [1.162, -2.741, 1.531], [3.277, -1.537, 2.857], [3.940, -0.377, 3.363], [4.458, 0.577, 3.744], [3.937, -2.800, 2.960], [4.475, -3.815, 3.026], [4.183, 0.525, -2.080], [3.533, -0.004, -0.809], [2.256, -0.669, -1.054], [1.081, -0.066, -1.099], [-0.366, -1.082, -1.107], [0.990, 1.250, -1.129], [-0.257, 2.023, -1.057], [-0.893, 2.241, -2.418], [5.128, 1.010, -1.838], [3.550, 1.254, -2.590], [4.381, -0.288, -2.777], [3.370, 0.788, -0.071], [4.178, -0.736, -0.327], [2.212, -1.675, -0.978], [1.851, 1.775, -1.146], [0.004, 2.972, -0.591], [-0.933, 1.508, -0.376], [-0.222, 2.777, -3.089], [-1.805, 2.828, -2.302], [-1.159, 1.288, -2.875]],
  "spin_multiplicity": 2,
  "s_squared": 0.758,
  "energy_ev": -121458.3235,
  "lumo_energy_ev": [-1.70, -1.60],
  "e_homo_ev": [-8.376, -8.489],
  "total_charge": 0,
  "orbital_gap_ev": [6.679, 6.884]
}



# 3
{
  "formula": "C15H12CrIN2O2S3",
  "method": "wB97M-V/def2-TZVPD",
  "elements": ["Cr", "C", "C", "N", "C", "C", "C", "O", "C", "C", "N", "C", "C", "C", "C", "C", "C", "I", "C", "O", "H", "H", "H", "H", "H", "H", "H", "H", "H", "H", "H", "H", "S", "C", "S", "S"],
  "positions_angstrom": [[0.432, 0.074, 0.181], [2.402, 1.712, -3.529], [0.940, 1.448, -3.653], [0.335, 1.755, -4.768], [-0.981, 1.555, -4.880], [-1.788, 1.096, -3.868], [-3.253, 0.869, -4.149], [-4.096, 1.470, -3.180], [-1.185, 0.773, -2.617], [-1.969, 0.357, -1.525], [-1.562, -0.184, -0.380], [-2.539, -0.770, 0.425], [-3.847, -1.049, -0.027], [-4.812, -1.579, 0.799], [-4.532, -1.881, 2.122], [-3.242, -1.702, 2.582], [-2.273, -1.182, 1.740], [-0.258, -1.133, 2.480], [0.235, 0.906, -2.535], [0.861, 0.614, -1.456], [2.786, 2.077, -4.477], [2.932, 0.808, -3.235], [2.568, 2.460, -2.753], [-1.387, 1.799, -5.852], [-3.449, -0.216, -4.168], [-3.472, 1.260, -5.147], [-4.852, 1.870, -3.615], [-3.031, 0.511, -1.672], [-4.120, -0.872, -1.055], [-5.795, -1.766, 0.398], [-5.292, -2.281, 2.773], [-2.975, -1.973, 3.591], [3.923, 1.725, 2.525], [2.732, 1.127, 1.569], [1.174, 1.904, 1.404], [2.774, -0.309, 0.643]],
  "spin_multiplicity": 4,
  "s_squared": 3.957,
  "energy_ev": -91853.1604,
  "lumo_energy_ev": [-1.51, -1.65],
  "e_homo_ev": [-7.596, -7.586],
  "total_charge": 0,
  "orbital_gap_ev": [6.084, 5.932]
}



# 4
{
  "formula": "C15H12MoN4O4S2",
  "method": "wB97M-V/def2-TZVPD",
  "elements": ["Mo", "C", "S", "C", "S", "N", "N", "C", "C", "C", "C", "C", "C", "N", "H", "H", "H", "H", "H", "H", "H", "H", "O", "C", "O", "C", "C", "C", "C", "C", "C", "N", "O", "O", "H", "H", "H", "H"],
  "positions_angstrom": [[0.455, 1.073, -0.934], [4.103, 0.741, -4.831], [4.683, 1.086, -3.154], [3.293, 1.340, -2.210], [1.633, 1.141, -2.881], [3.490, 1.706, -0.978], [2.301, 1.887, -0.323], [2.299, 2.510, 0.793], [0.960, 2.912, 1.263], [0.711, 3.658, 2.376], [-0.598, 4.097, 2.612], [-1.605, 3.787, 1.720], [-1.299, 3.009, 0.615], [-0.046, 2.573, 0.403], [4.839, 0.058, -5.249], [4.080, 1.663, -5.405], [3.133, 0.250, -4.843], [3.229, 2.808, 1.265], [1.522, 3.916, 3.045], [-0.815, 4.693, 3.490], [-2.617, 4.135, 1.867], [-2.054, 2.719, -0.103], [-0.874, -0.442, -1.381], [-0.592, -1.036, -0.263], [0.415, -0.451, 0.363], [-1.299, -2.162, 0.248], [-2.464, -2.574, -0.411], [-3.162, -3.659, 0.077], [-2.660, -4.303, 1.193], [-1.504, -3.930, 1.853], [-0.813, -2.835, 1.377], [-3.417, -5.474, 1.716], [-4.444, -5.756, 1.147], [-2.925, -6.073, 2.642], [-2.812, -2.048, -1.290], [-4.072, -4.015, -0.385], [-1.170, -4.495, 2.712], [0.096, -2.509, 1.863]],
  "spin_multiplicity": 3,
  "s_squared": 2.027,
  "energy_ev": -53407.4249,
  "lumo_energy_ev": [-9.30, -9.05],
  "e_homo_ev": [-15.156, -15.193],
  "total_charge": 2,
  "orbital_gap_ev": [5.856, 6.146]
}